Record 1
# C59H32BiF15GeN7O4S

A structure of composition C59H32BiF15GeN7O4S (the ωB97M-V functional and the def2-TZVPD basis, OMol25).

Net charge = +1
Multiplicity = 1
ΔE to the lowest compared entry with this formula, charge and spin = 5.45 kcal per mole
M = 1501.6 g mol⁻¹

Each line ends with the Mulliken charge.
Element x y z (Å)
1 Bi 0.14454 -0.18444 -0.86108  1.7597
2 O -0.78556 -6.83357 -3.17612  -0.6980
3 C 0.18472 -6.13804 -3.49865  0.2414
4 O 1.16581 -6.30486 -4.23264  -0.7072
5 C 0.22453 -4.77157 -2.73172  -1.0253
6 C -0.82566 -4.40110 -1.89772  -0.7587
7 C -0.73347 -3.21841 -1.19505  0.2215
8 N 0.35060 -2.44256 -1.30617  1.2121
9 C 1.43192 -2.85431 -1.97777  0.0600
10 C 1.38635 -4.00701 -2.73579  -0.8597
11 C 2.65839 -2.07447 -1.66910  0.3442
12 C 3.92247 -2.48474 -2.05704  -0.4771
13 C 5.02684 -1.81109 -1.55365  -1.0482
14 C 4.83663 -0.75520 -0.67854  -1.0763
15 C 3.54005 -0.37715 -0.36943  -0.7311
16 N 2.48127 -1.01404 -0.86344  1.1857
17 C -1.69492 -2.75489 -0.16405  0.7020
18 C -2.74728 -3.53452 0.28939  -0.7598
19 C -3.51424 -3.07315 1.34833  -1.4844
20 C -3.23258 -1.83643 1.90755  -1.4598
21 C -2.19258 -1.09657 1.37508  -0.2385
22 N -1.43691 -1.55634 0.37913  0.8918
23 H -1.66064 -5.08592 -1.82454  0.7413
24 H 2.21546 -4.37509 -3.32640  0.7455
25 H 4.04267 -3.34238 -2.70285  0.5895
26 H 6.02482 -2.12550 -1.82877  0.4674
27 H 5.66979 -0.22753 -0.23693  0.5766
28 H 3.33279 0.43602 0.31218  0.6392
29 H -2.94247 -4.49764 -0.15906  0.6627
30 H -4.32497 -3.67669 1.73424  0.4969
31 H -3.81204 -1.44797 2.73306  0.5479
32 H -1.95444 -0.10384 1.73942  0.8373
33 C 3.17327 1.31567 -5.11743  -0.6229
34 O 1.99510 0.60189 -5.54168  -0.4335
35 C 1.28580 0.35494 -4.42886  -0.4160
36 N 1.76185 0.69561 -3.30557  0.8882
37 C 3.10040 1.26458 -3.57965  0.5834
38 C 3.37661 2.59037 -2.90542  -0.0625
39 C 2.72470 2.96463 -1.73846  0.4059
40 C 3.04640 4.14721 -1.08803  -1.4409
41 C 4.02875 4.97925 -1.60455  -0.6371
42 C 4.68842 4.61480 -2.76975  -0.7962
43 C 4.36687 3.42797 -3.41249  -0.6867
44 C -0.01090 -0.30740 -4.67692  0.3352
45 C -0.24357 -0.92943 -5.89571  -0.9713
46 C -1.49289 -1.47009 -6.12873  -0.7376
47 C -2.46962 -1.32162 -5.16125  -0.9638
48 C -2.13520 -0.69286 -3.96753  0.2303
49 N -0.91412 -0.21908 -3.70209  0.3169
50 C -3.17568 -0.53866 -2.91988  -0.2245
51 N -2.97854 -0.37573 -1.67543  0.6643
52 C -4.31363 -0.44087 -1.03102  0.2692
53 C -5.29193 -0.45683 -2.22459  -0.2738
54 O -4.43451 -0.64660 -3.37072  -0.4637
55 C -4.59312 0.65540 -0.03094  -0.4046
56 C -5.80821 0.63897 0.65203  -0.3634
57 C -6.11897 1.63752 1.56161  -0.9136
58 C -5.21182 2.66105 1.80566  -0.6894
59 C -3.99383 2.66848 1.14362  -0.6288
60 C -3.68816 1.67054 0.22633  0.2115
61 H 4.04068 0.81153 -5.53654  0.3414
62 H 3.11248 2.33125 -5.50709  0.3867
63 H 3.83171 0.54734 -3.20154  0.1046
64 H 1.94889 2.33257 -1.33265  0.5799
65 H 2.52802 4.40891 -0.17349  0.5885
66 H 4.28457 5.90221 -1.10155  0.4490
67 H 5.46142 5.25195 -3.17833  0.4085
68 H 4.90869 3.15397 -4.31051  0.4792
69 H 0.53861 -0.97323 -6.63864  0.5503
70 H -1.70731 -1.98315 -7.05580  0.4763
71 H -3.47326 -1.69265 -5.30907  0.5516
72 H -4.37143 -1.39377 -0.49832  -0.0090
73 H -5.99639 -1.28418 -2.20283  0.3757
74 H -5.82848 0.48452 -2.33873  0.3080
75 H -6.51693 -0.16350 0.47462  0.4552
76 H -7.06862 1.61943 2.08017  0.4231
77 H -5.45463 3.44512 2.51044  0.4962
78 H -3.27562 3.45579 1.34085  0.5189
79 H -2.75339 1.69088 -0.30420  0.5357
80 C -0.44775 5.19107 -2.09738  -1.3236
81 C -0.49647 3.73708 -2.02510  0.5963
82 N -0.53486 2.59099 -1.98305  -0.4202
83 H -0.12606 5.59396 -1.13856  0.3005
84 H -1.43419 5.58195 -2.33997  0.4080
85 H 0.26246 5.49483 -2.86444  0.3108
86 F 0.65617 -1.17708 5.94824  -0.3838
87 C 0.86277 -2.07556 4.97612  0.8713
88 C 0.89570 -1.64385 3.65974  0.4275
89 C 1.11618 -2.60947 2.69828  -0.7093
90 F 1.20780 -2.27641 1.40245  0.0742
91 C 1.27128 -3.94824 3.00982  -0.2822
92 F 1.47515 -4.84603 2.04929  -0.2863
93 C 1.22177 -4.34413 4.33574  0.5063
94 F 1.37204 -5.61901 4.65190  -0.2952
95 C 1.02069 -3.40092 5.33225  0.1590
96 F 0.97723 -3.77878 6.60266  -0.2915
97 Ge 0.68558 0.27715 3.36346  -0.0606
98 S 0.86459 1.06055 1.31702  -0.2385
99 C 2.18033 1.09785 4.32688  0.1697
100 C 3.45668 0.84488 3.85025  0.0256
101 F 3.62357 -0.00480 2.81924  -0.2970
102 C 4.58728 1.42316 4.39154  -0.0557
103 F 5.79484 1.15824 3.89992  -0.2953
104 C 4.44695 2.28882 5.46433  0.7529
105 F 5.51609 2.85346 6.00243  -0.2864
106 C 3.18929 2.55438 5.97943  0.0431
107 F 3.06032 3.37418 7.01563  -0.2831
108 C 2.07944 1.95428 5.40929  0.3733
109 F 0.88875 2.22053 5.95561  -0.2931
110 C -1.02397 0.90874 4.08134  -0.1419
111 C -1.28027 2.27064 4.04604  0.3961
112 F -0.33839 3.10780 3.59697  -0.4739
113 C -2.47519 2.81740 4.47098  0.2382
114 F -2.67527 4.13084 4.43465  -0.3721
115 C -3.47722 1.97660 4.92586  0.7206
116 F -4.63806 2.47738 5.31880  -0.3828
117 C -3.26349 0.60949 4.96356  0.5855
118 F -4.23086 -0.20478 5.38213  -0.3788
119 C -2.04330 0.10030 4.55450  0.2362
120 F -1.89201 -1.23118 4.61095  -0.4365

Record 2
# C11H13ClOSi

A structure of composition C11H13ClOSi in a non-equilibrium geometry (the ωB97M-V functional and the def2-TZVPD basis, OMol25).

Net charge = 0
Multiplicity = 1
ΔE to the lowest compared entry with this formula, charge and spin = 51.43 kcal per mole
M = 224.8 g mol⁻¹

Each line ends with the Mulliken charge.
Element x y z (Å)
1 C -3.68902 -0.14334 1.74100  -0.3814
2 C 3.88474 1.05207 0.92747  -0.3235
3 C -2.27915 -0.62397 1.78235  -0.5697
4 C 2.93794 0.00710 1.25227  -0.4729
5 C -3.95881 0.33534 0.52234  -0.7626
6 C 3.38461 1.87635 0.02104  -0.7787
7 C -1.78397 -0.42571 0.48744  -0.0880
8 C 1.78941 0.07003 0.51784  0.4565
9 C -2.74349 0.28499 -0.32613  -0.1167
10 C 2.06448 1.17330 -0.51017  -0.4774
11 C 0.03673 -1.24821 -2.59207  -0.6396
12 O 0.67764 -1.81227 -1.45053  -0.3120
13 Si 0.49143 -1.25629 0.09684  0.4786
14 Cl 0.71587 -2.86462 1.14100  -0.2877
15 H -4.23415 -0.00950 2.63333  0.4068
16 H 4.79762 1.25867 1.43578  0.4257
17 H -1.83455 -1.07128 2.65777  0.4073
18 H 3.05787 -0.45462 2.22790  0.3589
19 H -4.77333 0.96873 0.22106  0.3743
20 H 4.02737 2.43281 -0.62676  0.3318
21 H -3.18519 0.11241 -1.39463  0.3187
22 H -2.31220 1.27377 -0.30657  0.2160
23 H 1.16397 1.74360 -0.39858  0.3543
24 H 2.25611 0.92446 -1.55994  0.2599
25 H 0.28024 -0.26759 -2.78945  0.2731
26 H -1.01117 -1.35537 -2.31529  0.2819
27 H 0.23901 -1.98085 -3.39528  0.2664

Record 3
# C18H37NO6

A cluster of 6 separate species, C18H37NO6 in total in a non-equilibrium geometry (the ωB97M-V functional and the def2-TZVPD basis, OMol25).

Net charge = -1
E_tot = -1214.1437 Ha
⟨S²⟩ = 0.752
Multiplicity = 2
M = 363.5 g mol⁻¹

Each line ends with the Mulliken charge.
Element x y z (Å)
1 C 0.95211 -1.40357 1.07112  -1.1962
2 C -0.09623 -0.87025 0.09427  0.3789
3 O -0.29308 -1.45267 -0.97618  -0.5503
4 C -0.53177 0.61834 0.22687  -0.3287
5 H 0.99019 -2.46574 0.82931  0.1458
6 H 0.76166 -1.24990 2.13329  0.3393
7 H 1.93399 -1.02394 0.78847  0.1089
8 H -0.70642 0.83249 1.28127  0.5526
9 H -1.38657 0.70816 -0.44346  -0.0605
10 H 0.26630 1.24861 -0.16549  -0.4823
11 C 1.86510 4.27139 0.69949  -0.5553
12 C 3.00812 3.86072 -0.28612  0.6637
13 O 3.29327 4.59228 -1.24452  -0.5145
14 C 3.76092 2.58509 -0.14901  -0.8527
15 H 1.36673 5.13921 0.26751  0.3855
16 H 2.24355 4.66448 1.64308  0.2242
17 H 1.18089 3.42448 0.75138  -0.0527
18 H 4.70151 2.79095 0.36187  0.3117
19 H 3.98375 1.99032 -1.03484  0.3865
20 H 3.22334 1.85338 0.45407  -0.0681
21 C -4.56659 -0.80682 0.07417  -1.1664
22 C -4.32358 -1.30921 -1.36450  0.9133
23 O -5.16024 -1.03453 -2.29728  -0.6175
24 C -3.35490 -2.40553 -1.59764  -1.0254
25 H -4.24295 -1.43128 0.90687  0.3384
26 H -5.63812 -0.63792 0.18085  0.4115
27 H -4.08194 0.16183 0.19644  0.1911
28 H -3.19318 -2.66363 -2.64423  0.3086
29 H -3.72840 -3.33321 -1.16405  0.3492
30 H -2.29698 -2.41152 -1.33522  0.2329
31 C 0.88695 -6.86328 1.22647  -1.0312
32 C 0.46936 -6.03096 2.41224  0.7309
33 O 0.67937 -6.39467 3.57049  -0.5972
34 C -0.28560 -4.79832 2.13693  -0.5090
35 H 0.12228 -6.83182 0.45033  0.3188
36 H 0.77917 -7.88488 1.59092  0.3518
37 H 1.91917 -6.71982 0.90702  0.2651
38 H 0.16130 -4.01700 1.52218  -0.0121
39 H -0.38995 -4.37705 3.13679  0.3172
40 H -1.24567 -5.10669 1.72307  0.3128
41 C 1.50582 1.94138 3.47330  -0.4680
42 C 2.92698 1.47838 3.32657  0.8873
43 O 3.19868 0.44011 2.74581  -0.4286
44 C 4.06222 2.39570 3.66989  -1.2366
45 H 1.23765 1.60516 4.47487  0.4811
46 H 0.84844 1.47323 2.74065  -0.4201
47 H 1.41499 3.02702 3.43783  0.3143
48 H 3.88664 3.20806 4.37512  0.3957
49 H 4.40922 3.05834 2.87704  0.2221
50 H 4.78712 1.78629 4.20955  0.3342
51 C -0.65965 0.85310 -3.36716  -0.3006
52 C -1.45710 1.45896 -4.46718  0.5719
53 O -1.23632 1.02298 -5.60867  -0.6794
54 N -2.18870 2.50579 -4.17472  -0.1528
55 C -2.79403 3.32789 -5.14611  -0.9274
56 H -0.23200 -0.12434 -3.59036  0.2372
57 H -1.36920 0.69825 -2.55434  -0.1735
58 H 0.12318 1.51625 -2.99901  0.2249
59 H -2.44089 2.72205 -3.22092  0.2822
60 H -3.48220 2.63161 -5.62539  0.3248
61 H -2.09109 3.74355 -5.86805  0.2499
62 H -3.47664 4.01271 -4.64294  0.3428

Record 4
# C11H20Br2NSiY

A structure of composition C11H20Br2NSiY (the ωB97M-V functional and the def2-TZVPD basis, OMol25).

Net charge = +2
Multiplicity = 1
ΔE to the lowest compared entry with this formula, charge and spin = 0.00 kcal per mole
M = 443.1 g mol⁻¹

Each line ends with the Mulliken charge.
Element x y z (Å)
1 Y -0.11350 1.15209 0.62850  0.7012
2 Br 0.41149 3.74667 2.05604  -0.0236
3 C 0.51921 2.79526 3.75312  -0.4558
4 Br 0.76901 0.89229 3.46511  -0.0216
5 H -0.41248 2.94670 4.28360  0.4205
6 H 1.38507 3.17159 4.28368  0.4053
7 C -4.27595 1.51475 -1.46212  -1.0443
8 Si -2.59046 1.17985 -0.78567  0.0945
9 C -1.61312 -0.12418 -1.73600  -0.9514
10 C -1.51715 2.79080 -1.07404  -1.1409
11 C -2.29043 0.75176 1.00623  -0.7794
12 H -4.22809 1.77122 -2.52169  0.3683
13 H -4.75295 2.33845 -0.92967  0.3531
14 H -4.90228 0.62823 -1.35275  0.3449
15 H -1.62704 0.09005 -2.80718  0.3962
16 H -2.04759 -1.11501 -1.58619  0.3259
17 H -0.53644 -0.23160 -1.51120  0.4276
18 H -1.75489 3.05580 -2.10848  0.3793
19 H -0.40872 2.84290 -1.11853  0.5692
20 H -1.84933 3.62924 -0.45652  0.4309
21 H -2.61347 -0.26993 1.22884  0.3667
22 H -2.78719 1.44000 1.69850  0.4395
23 C 3.80496 -4.10318 -0.56789  -1.4062
24 C 2.94569 -2.91312 -0.29755  0.9527
25 C 1.60761 -3.04071 0.07739  -0.8543
26 C 0.84965 -1.91612 0.30551  -0.2030
27 N 1.34276 -0.66718 0.18740  0.0633
28 C 2.63904 -0.53800 -0.16242  -0.2922
29 C 3.45385 -1.61571 -0.41135  -0.6659
30 H 3.26487 -5.03491 -0.42222  0.3681
31 H 4.67782 -4.09667 0.08675  0.3673
32 H 4.17567 -4.06939 -1.59385  0.3575
33 H 1.15842 -4.01820 0.18844  0.3815
34 H -0.19434 -2.00731 0.59111  0.4875
35 H 3.02519 0.47324 -0.24213  0.3747
36 H 4.48508 -1.44967 -0.69279  0.4630